# 1
Here is a molecular structure, C16H23Br36NO7PS2 in a non-equilibrium geometry from OMol25. Energies are from the ωB97M-V functional and the def2-TZVPD basis.

Charge   -1
Maximum force   2.8 eV Å⁻¹
2S+1   1
HOMO energy   -0.25899 Ha

Element x y z (Å)
C  5.34  0.22  -1.29
C  4.51  0.63  -2.52
C  3.09  1.13  -2.16
C  2.01  0.53  -3.07
S  1.30  -0.97  -2.46
O  2.44  -1.83  -2.22
O  0.42  -1.45  -3.50
N  0.59  -0.79  -1.02
S  -0.96  -0.35  -1.02
O  -1.84  -1.14  -1.83
O  -1.38  -0.24  0.36
P  -1.23  1.68  -1.68
O  -2.52  2.12  -1.12
O  -1.29  1.76  -3.27
O  -0.07  2.62  -1.11
H  4.83  0.48  -0.36
H  5.52  -0.85  -1.27
H  6.32  0.71  -1.27
H  5.05  1.45  -2.99
H  4.49  -0.20  -3.23
H  3.08  2.21  -2.31
H  2.89  0.88  -1.12
H  1.24  1.24  -3.38
H  2.50  0.22  -4.00
H  -1.79  0.98  -3.60
H  0.49  2.06  -0.54
C  -1.31  -3.36  1.89
Br  -3.20  -3.12  1.67
Br  -0.86  -3.50  3.76
Br  -0.64  -4.85  0.89
H  -0.83  -2.46  1.50
C  -3.14  5.91  -0.42
Br  -4.52  6.95  -1.27
Br  -1.44  6.16  -1.30
Br  -3.06  6.28  1.47
H  -3.39  4.87  -0.53
C  3.72  -0.28  2.46
Br  3.61  0.01  4.37
Br  3.27  -2.07  1.96
Br  2.65  1.00  1.51
H  4.75  -0.12  2.18
C  1.28  3.45  4.34
Br  2.99  4.13  4.91
Br  -0.14  4.09  5.47
Br  0.95  3.84  2.50
H  1.32  2.38  4.44
C  6.67  4.00  -0.35
Br  6.05  3.71  -2.15
Br  5.29  3.60  0.93
Br  8.28  3.01  0.00
H  6.91  5.04  -0.25
C  1.82  -5.44  -4.07
Br  3.57  -6.25  -3.90
Br  1.86  -3.53  -4.04
Br  0.89  -6.18  -5.61
H  1.25  -5.76  -3.20
C  -6.93  -1.18  1.45
Br  -8.83  -0.88  1.36
Br  -6.33  -1.42  3.26
Br  -6.38  -2.67  0.38
H  -6.45  -0.29  1.06
C  -4.51  -4.75  4.75
Br  -6.21  -5.00  3.89
Br  -4.72  -4.09  6.55
Br  -3.45  -6.35  4.70
H  -3.97  -3.99  4.19
C  -8.30  -6.10  -1.43
Br  -9.64  -4.92  -2.15
Br  -6.61  -5.86  -2.31
Br  -8.14  -5.89  0.47
H  -8.62  -7.11  -1.62
C  -2.17  7.61  -5.49
Br  -2.03  7.63  -7.41
Br  -3.56  8.79  -4.87
Br  -2.39  5.84  -4.80
H  -1.24  7.99  -5.10
C  -8.19  -5.61  7.54
Br  -8.85  -5.46  9.34
Br  -7.37  -7.31  7.22
Br  -9.55  -5.22  6.25
H  -7.41  -4.86  7.42
C  12.57  3.29  -0.37
Br  11.91  5.09  -0.25
Br  12.15  2.27  1.21
Br  11.96  2.41  -1.96
H  13.65  3.35  -0.42


# 2
Here is a single C16H23ClN2OS molecule in a non-equilibrium geometry from OMol25. Energies are from the ωB97M-V functional and the def2-TZVPD basis.

Maximum force   1.1 eV Å⁻¹
2S+1   1
HOMO energy   -0.29505 Ha
Structure (SMILES)   CCCCN(CCCC)C(=S)NC(=O)c1ccccc1Cl

Element x y z (Å)
C  2.15  4.26  0.06
C  1.92  3.16  1.08
C  0.80  2.20  0.70
C  1.14  1.36  -0.54
N  0.08  0.43  -0.89
C  -0.75  0.81  -2.02
C  -0.07  0.62  -3.38
C  0.17  -0.84  -3.77
C  1.41  -1.45  -3.12
C  -0.24  -0.64  -0.14
S  -1.53  -1.63  -0.46
N  0.63  -0.93  0.90
C  0.45  -1.70  2.03
O  1.41  -1.97  2.71
C  -0.95  -2.05  2.39
C  -1.85  -1.05  2.73
C  -3.12  -1.36  3.16
C  -3.51  -2.69  3.27
C  -2.62  -3.70  2.94
C  -1.34  -3.38  2.52
Cl  -0.24  -4.64  2.10
H  2.88  4.97  0.43
H  1.23  4.79  -0.15
H  2.54  3.85  -0.88
H  1.66  3.62  2.04
H  2.84  2.59  1.24
H  0.60  1.53  1.54
H  -0.12  2.76  0.50
H  1.28  2.02  -1.40
H  2.09  0.83  -0.39
H  -1.02  1.86  -1.90
H  -1.66  0.21  -1.98
H  -0.74  1.07  -4.12
H  0.87  1.17  -3.42
H  0.30  -0.89  -4.85
H  -0.70  -1.43  -3.51
H  2.28  -0.82  -3.27
H  1.61  -2.42  -3.56
H  1.26  -1.60  -2.05
H  1.60  -0.63  0.80
H  -1.54  -0.02  2.65
H  -3.81  -0.58  3.42
H  -4.50  -2.94  3.60
H  -2.91  -4.74  3.02